1.
ORCA calculation (ωB97M-V/def2-TZVPD) on an isolated molecule of C11H10N2S at a distorted geometry.

Structure (XYZ):
```
24
Properties=species:S:1:pos:R:3
C -0.338 -2.604 0.072
C -0.027 -2.435 -1.324
C -0.342 -1.505 0.871
C 0.779 -1.406 -1.657
C 0.787 0.603 1.513
C 2.109 0.403 1.529
C 0.707 2.269 -1.282
C -0.912 0.868 -0.138
C -0.534 2.282 -0.383
C 0.092 -0.137 0.380
C 1.180 -0.421 -0.640
N 1.565 1.403 -1.523
N -2.158 0.612 -0.289
S 2.767 -0.452 0.198
H -0.722 -3.581 0.460
H -0.518 -3.159 -2.190
H -0.511 -1.537 1.962
H 1.179 -1.128 -2.608
H 0.184 1.018 2.377
H 2.728 0.980 2.121
H 1.056 3.182 -1.742
H -0.296 2.762 0.542
H -1.239 2.776 -0.930
H -2.625 -0.270 -0.074
```

Summary:
HOMO level (spin up / spin down): -7.90 / -7.91 eV
largest force on an atom: 4.22 eV Å⁻¹
gap between HOMO and LUMO (spin up / spin down): 7.9 / 7.9 eV

Want to see where the charge sits? The natural (NBO) charges in e are: atom 1 (C): -0.24, atom 2 (C): -0.19, atom 3 (C): -0.14, atom 4 (C): -0.27, atom 5 (C): -0.21, atom 6 (C): -0.36, atom 7 (C): 0.06, atom 8 (C): 0.36, atom 9 (C): -0.52, atom 10 (C): -0.33, atom 11 (C): 0.04, atom 12 (N): -0.36, atom 13 (N): -0.63, atom 14 (S): 0.36, atom 15 (H): 0.23, atom 16 (H): 0.24, atom 17 (H): 0.22, atom 18 (H): 0.24, atom 19 (H): 0.23, atom 20 (H): 0.23, atom 21 (H): 0.19, atom 22 (H): 0.24, atom 23 (H): 0.25, atom 24 (H): 0.36

=====

2.
ORCA calculation (ωB97M-V/def2-TZVPD) on a 3-piece molecular cluster, C5H14O2 overall at a distorted geometry.

Structure (XYZ):
```
21
Properties=species:S:1:pos:R:3
C -1.419 -2.598 -0.863
C -1.726 -1.774 0.148
C -0.634 -1.006 0.868
C -0.879 0.499 0.847
C -0.135 1.231 1.962
H -0.365 -2.668 -1.113
H -2.087 -3.271 -1.400
H -2.789 -1.652 0.389
H -0.562 -1.452 1.871
H 0.296 -1.156 0.320
H -1.935 0.804 1.080
H -0.669 0.916 -0.155
H -0.025 2.322 1.897
H -0.668 1.018 2.879
H 0.843 0.745 2.039
O 2.016 2.717 -1.322
H 1.916 3.250 -2.123
H 2.424 3.368 -0.729
O 2.115 -0.731 -1.922
H 1.669 0.135 -1.920
H 2.613 -0.697 -2.754
```

Summary:
HOMO level: -9.29 eV
structure (SMILES): C=CCCC.O.O
largest force on an atom: 2.12 eV Å⁻¹
gap between HOMO and LUMO: 9.8 eV

Want to see where the charge sits? The natural (NBO) charges in e are: atom 1 (C): -0.41, atom 2 (C): -0.17, atom 3 (C): -0.45, atom 4 (C): -0.39, atom 5 (C): -0.60, atom 6 (H): 0.19, atom 7 (H): 0.20, atom 8 (H): 0.19, atom 9 (H): 0.21, atom 10 (H): 0.22, atom 11 (H): 0.19, atom 12 (H): 0.20, atom 13 (H): 0.21, atom 14 (H): 0.20, atom 15 (H): 0.20, atom 16 (O): -0.94, atom 17 (H): 0.47, atom 18 (H): 0.47, atom 19 (O): -0.94, atom 20 (H): 0.48, atom 21 (H): 0.47

=====

3.
ORCA calculation (ωB97M-V/def2-TZVPD) on an isolated molecule of C3H4N2O at a distorted geometry.

Structure (XYZ):
```
10
Properties=species:S:1:pos:R:3
N 2.393 0.353 -1.444
C 1.663 0.191 -0.562
C 0.737 -0.021 0.570
N -0.534 -0.585 0.178
C -1.531 0.238 -0.270
O -1.446 1.446 -0.294
H 0.549 0.950 1.037
H 1.221 -0.670 1.305
H -0.620 -1.584 0.065
H -2.431 -0.319 -0.584
```

Summary:
HOMO level: -10.64 eV
structure (SMILES): N#CCNC=O
largest force on an atom: 1.19 eV Å⁻¹
gap between HOMO and LUMO: 11.2 eV

Want to see where the charge sits? The natural (NBO) charges in e are: atom 1 (N): -0.30, atom 2 (C): 0.26, atom 3 (C): -0.33, atom 4 (N): -0.61, atom 5 (C): 0.53, atom 6 (O): -0.59, atom 7 (H): 0.27, atom 8 (H): 0.24, atom 9 (H): 0.41, atom 10 (H): 0.12

=====

4.
ORCA calculation (ωB97M-V/def2-TZVPD) on C22H31N7O2Rh as an isolated structure at a distorted geometry.

Structure (XYZ):
```
63
Properties=species:S:1:pos:R:3
Rh -0.827 -0.795 -0.357
C 2.821 0.045 -2.457
C 1.484 -0.005 -1.806
N 0.994 -1.026 -1.168
C 1.578 -2.364 -1.017
C 1.018 -3.001 0.260
N -0.450 -2.772 0.471
C -1.351 -3.819 -0.087
C -1.583 -3.623 -1.574
N -2.061 -2.258 -1.843
C -3.503 -2.002 -1.618
C -3.737 -1.132 -0.372
N -2.696 -0.119 -0.310
C -2.856 1.195 -0.738
C -4.152 1.913 -0.593
C -1.699 1.743 -1.319
C -1.524 2.984 -1.993
C -0.324 3.265 -2.586
C 0.741 2.325 -2.564
C 0.554 1.147 -1.884
N -0.619 0.920 -1.240
H 3.424 -0.834 -2.252
H 3.365 0.930 -2.125
H 2.699 0.129 -3.539
H 2.666 -2.326 -0.947
H 1.329 -2.945 -1.907
H 1.521 -2.566 1.125
H 1.232 -4.072 0.261
H -0.591 -2.776 1.477
H -2.292 -3.744 0.460
H -0.941 -4.814 0.109
H -2.290 -4.376 -1.932
H -0.659 -3.770 -2.134
H -1.834 -2.005 -2.797
H -4.051 -2.941 -1.511
H -3.897 -1.495 -2.499
H -3.674 -1.738 0.533
H -4.735 -0.692 -0.411
H -4.780 1.457 0.170
H -4.708 1.901 -1.536
H -3.992 2.955 -0.319
H -2.347 3.682 -2.064
H -0.190 4.200 -3.113
H 1.665 2.534 -3.082
O 5.761 1.364 1.684
C 5.191 2.182 2.660
N 3.840 1.625 2.843
C 2.751 2.333 2.895
O 2.725 3.587 2.875
C 1.401 1.691 2.882
C 0.418 2.089 3.788
C -0.830 1.510 3.680
C -1.062 0.616 2.645
N -0.131 0.265 1.748
C 1.088 0.784 1.869
H 6.723 1.406 1.743
H 5.081 3.221 2.333
H 5.735 2.145 3.606
H 3.777 0.628 3.001
H 0.634 2.822 4.555
H -1.622 1.756 4.373
H -2.041 0.171 2.512
H 1.832 0.490 1.135
```

Summary:
HOMO level (spin up / spin down): -16.40 / -16.40 eV
total charge: +3
largest force on an atom: 4.68 eV Å⁻¹
gap between HOMO and LUMO (spin up / spin down): 6.3 / 3.5 eV
2S+1: 5

Want to see where the charge sits? The Löwdin charges in e are: atom 1 (Rh): 1.38, atom 2 (C): 0.04, atom 3 (C): -0.20, atom 4 (N): -0.05, atom 5 (C): -0.13, atom 6 (C): -0.13, atom 7 (N): -0.14, atom 8 (C): -0.14, atom 9 (C): -0.16, atom 10 (N): -0.08, atom 11 (C): -0.13, atom 12 (C): -0.15, atom 13 (N): -0.06, atom 14 (C): -0.20, atom 15 (C): 0.02, atom 16 (C): -0.17, atom 17 (C): 0.08, atom 18 (C): 0.05, atom 19 (C): 0.08, atom 20 (C): -0.18, atom 21 (N): -0.03, atom 22 (H): 0.09, atom 23 (H): 0.12, atom 24 (H): 0.13, atom 25 (H): 0.14, atom 26 (H): 0.13, atom 27 (H): 0.13, atom 28 (H): 0.14, atom 29 (H): 0.13, atom 30 (H): 0.13, atom 31 (H): 0.15, atom 32 (H): 0.15, atom 33 (H): 0.12, atom 34 (H): 0.14, atom 35 (H): 0.14, atom 36 (H): 0.14, atom 37 (H): 0.12, atom 38 (H): 0.13, atom 39 (H): 0.10, atom 40 (H): 0.13, atom 41 (H): 0.11, atom 42 (H): 0.14, atom 43 (H): 0.15, atom 44 (H): 0.14, atom 45 (O): -0.03, atom 46 (C): -0.20, atom 47 (N): 0.11, atom 48 (C): -0.47, atom 49 (O): 0.07, atom 50 (C): -0.08, atom 51 (C): 0.06, atom 52 (C): 0.00, atom 53 (C): -0.12, atom 54 (N): -0.01, atom 55 (C): -0.08, atom 56 (H): 0.11, atom 57 (H): 0.14, atom 58 (H): 0.14, atom 59 (H): 0.16, atom 60 (H): 0.15, atom 61 (H): 0.13, atom 62 (H): 0.11, atom 63 (H): 0.12